Record 1
DFT (ωB97M-V/def2-TZVPD) results for C20H40P2SiTi as an isolated structure in a non-equilibrium geometry.

Element x y z (Å)
H  1.309  -0.582  -8.056
C  0.293  -1.006  -2.159
H  -0.725  3.712  -7.602
P  0.901  0.711  -6.022
C  -0.886  -0.612  -3.010
H  1.827  -5.249  2.523
C  -0.044  3.185  -6.918
H  -2.662  3.815  -6.729
H  3.340  0.488  -5.888
C  -2.566  3.043  -5.949
H  -0.932  1.435  -3.793
C  -0.748  4.952  -5.064
H  -2.719  2.056  -6.406
C  2.062  -1.882  4.708
H  2.836  2.205  -6.107
H  -1.298  5.285  -4.179
H  -0.239  2.861  -0.222
C  2.294  -4.541  3.218
H  1.186  3.233  -2.492
H  2.826  1.079  -7.497
C  0.222  1.780  -7.416
C  1.031  -1.989  1.840
H  -1.414  -0.224  1.730
H  -2.175  1.760  -1.072
H  -0.265  -0.984  -7.313
C  0.791  -0.776  -7.101
H  -2.035  1.441  1.194
H  -0.260  -4.032  4.999
H  3.071  -1.583  4.398
C  1.439  -0.233  -1.923
Ti  -0.070  0.202  -0.405
H  1.511  1.162  -3.627
H  0.339  -2.054  -1.869
H  2.894  1.153  -2.527
H  -0.910  -4.212  3.332
H  1.254  -1.638  -6.609
H  -3.313  3.227  -5.169
H  -0.660  -0.879  -4.063
H  2.351  -5.000  4.214
C  2.656  1.166  -6.412
C  -0.433  -3.523  4.041
H  -1.179  5.420  -5.965
H  -1.767  -1.246  -2.786
C  0.868  -1.281  0.820
H  -0.671  1.289  -7.825
H  2.226  -0.698  -1.319
C  -1.175  0.774  1.321
H  -2.466  0.875  -3.168
P  -0.864  3.135  -5.237
C  1.233  2.368  -1.799
H  -0.380  1.215  1.953
H  1.461  -0.977  4.869
H  2.018  2.688  -1.081
Si  1.257  -2.984  3.412
C  1.776  1.095  -2.546
C  -1.243  1.602  -1.623
H  0.963  1.801  -8.229
H  0.310  5.230  -4.988
H  3.308  -4.317  2.866
H  0.861  3.799  -6.833
C  -0.099  2.243  -1.115
C  -1.375  0.880  -2.931
H  2.114  -2.465  5.637
H  -1.088  -2.654  4.190

Energy above the lowest of the compared OMol25 structures with the same formula, charge and spin   44.6 kcal/mol
Total energy   -2606.86020 Eh
Charge   +2
LUMO energy (spin up / spin down)   -10.34 / -9.66 eV
E_HOMO (spin up / spin down)   -13.4 / -13.8 eV
Kohn-Sham gap (spin up / spin down)   3.0 / 4.1 eV
Max |F|   7.1 eV/A


Record 2
DFT (ωB97M-V/def2-TZVPD) results for a 3-piece molecular cluster, C20H41BClN6O4 overall in a non-equilibrium geometry.

Element x y z (Å)
H  -2.020  -0.115  2.924
N  -5.071  0.334  1.757
H  6.750  2.485  -2.193
C  4.058  0.823  -1.925
H  -0.559  -5.673  0.349
H  -4.483  -1.112  -1.096
C  -5.956  -2.254  -0.235
H  -2.304  -4.102  1.673
H  5.252  5.204  -2.260
C  -0.595  -0.169  1.064
H  -4.046  -4.748  4.146
H  -2.310  -5.410  3.825
C  -7.550  -2.213  -0.610
C  -4.447  -0.580  0.899
H  -0.516  1.095  -0.862
C  6.000  0.434  -0.507
H  3.567  1.549  -2.593
C  -2.931  -4.702  4.557
H  6.299  7.330  0.609
C  -0.599  -0.059  -0.572
N  6.004  6.947  -1.409
O  3.562  -0.273  -1.696
H  -2.140  -2.734  5.395
H  -5.451  -3.103  -0.892
O  -3.316  -2.274  3.638
H  -1.671  -0.443  -0.928
H  2.952  -2.919  -1.763
H  5.379  0.192  0.360
H  -8.827  -0.400  -1.138
H  6.974  5.522  -2.572
C  5.695  8.331  -1.702
N  -3.069  -1.138  1.227
H  -8.546  -1.548  -2.607
C  -2.121  -0.075  1.737
C  1.935  -3.252  -1.269
C  0.646  -0.815  -1.324
H  -4.770  1.342  1.609
H  6.254  -0.494  -1.028
N  -5.228  -0.935  -0.355
H  1.643  -0.240  -1.014
H  0.490  -0.674  -2.498
C  0.082  -4.814  -0.139
O  6.584  5.365  0.178
H  -2.540  0.989  1.393
H  4.685  8.388  -2.119
H  -5.888  -2.658  0.886
C  -0.300  -3.241  -0.404
H  6.915  0.933  -0.177
C  1.607  -4.804  -0.755
H  -0.003  0.764  1.513
N  5.247  1.286  -1.403
H  -2.823  -5.077  5.661
H  6.416  8.708  -2.433
H  -5.757  0.052  2.500
H  5.104  3.133  -2.407
C  5.769  2.599  -1.723
H  5.870  3.174  -0.798
H  5.745  8.946  -0.799
B  -3.185  -2.325  2.168
C  -7.992  -1.049  -1.674
N  0.733  -2.320  -1.015
H  -1.323  -2.724  -0.164
Cl  -7.927  -3.856  -1.467
H  -1.295  -3.159  3.759
C  5.985  5.983  -2.490
O  -3.221  -3.682  1.516
C  -2.339  -3.174  4.304
H  -7.115  -0.419  -2.124
H  -0.075  -1.134  1.483
H  5.724  6.467  -3.435
C  6.314  6.518  -0.136
H  -8.208  -2.240  0.378
H  2.274  -5.767  -0.799

Total energy   -1900.56745 Eh
Charge   +1
LUMO energy   -5.99 eV
E_HOMO   -9.4 eV
Kohn-Sham gap   3.5 eV
Max |F|   7.3 eV/A


- Which of these has the lowest total energy?
  C20H40P2SiTi